# C43H68N2O17P2S

3 unconnected molecules or ions with the total composition C43H68N2O17P2S (the ωB97M-V functional and the def2-TZVPD basis, the Open Molecules 2025 dataset).

Last column: Löwdin charge in e.
Positions of all 133 atoms, in Å:
C -1.74576 -3.30088 4.89210  0.009
C -2.54494 -4.39745 5.56653  -0.542
O -2.65095 -4.39514 6.75494  0.120
O -3.11349 -5.37523 4.84406  0.019
C -3.33376 -5.09080 3.44387  -0.176
C -4.17743 -6.17741 2.80528  -0.152
C -5.05351 -5.61254 1.67093  -0.193
C -4.39743 -5.80002 0.30748  -0.195
C -5.21013 -5.22212 -0.86072  -0.179
C -4.42444 -4.15332 -1.63600  -0.125
C -3.80568 -3.14435 -0.67675  -0.142
C -4.64718 -2.59310 0.28946  0.040
C -4.18936 -1.68562 1.23749  -0.090
C -5.13751 -1.09526 2.25800  -0.114
O -6.46410 -1.25184 1.73887  0.003
C -7.45932 -0.69320 2.46855  -0.529
C -7.18169 0.48173 3.36093  0.016
O -8.56148 -1.12908 2.34675  0.129
C -2.83092 -1.35913 1.20460  -0.036
C -1.97641 -1.88397 0.22734  -0.025
C -2.44825 -2.78764 -0.75312  -0.104
C -1.51755 -3.32719 -1.80862  -0.119
C -1.30784 -2.40034 -3.04455  -0.161
C -2.20861 -1.17014 -3.11353  -0.141
C -1.65605 -0.19725 -4.17255  -0.170
O -2.45059 -0.23700 -5.36928  -0.008
C -1.81150 -0.66141 -6.48698  -0.542
C -0.52064 -0.01198 -6.89158  0.015
O -2.30212 -1.51663 -7.15887  0.124
C -0.54059 -1.45909 0.28218  -0.273
O 0.14130 -1.26031 -0.69120  0.144
C 0.01118 -1.25747 1.65815  -0.122
C 1.43880 -1.63964 1.89361  -0.191
C 1.94412 -1.41968 3.31562  -0.444
S 2.49768 0.27792 3.60058  1.024
C 1.31420 0.98697 4.66306  -0.712
N 0.84401 2.18768 4.68589  0.059
N -0.07588 2.19825 5.71328  0.049
C -0.10838 1.02636 6.23645  -0.166
O 0.77750 0.19250 5.61443  -0.004
C -0.81390 -0.75729 2.57176  0.063
C -2.21599 -0.43747 2.21053  -0.314
O -2.77392 0.51815 2.69360  0.126
H -1.01458 -2.94101 5.60638  0.088
H -2.39178 -2.46035 4.64300  0.087
H -1.22047 -3.65614 4.01051  0.073
H -3.81467 -4.11639 3.36792  0.116
H -2.35750 -5.04942 2.96187  0.121
H -4.80934 -6.60496 3.58173  0.119
H -3.54698 -6.98062 2.42823  0.116
H -5.23762 -4.56518 1.90235  0.092
H -5.99881 -6.15107 1.70400  0.118
H -3.38446 -5.39548 0.36396  0.113
H -4.28377 -6.87589 0.17258  0.113
H -5.51614 -6.03766 -1.51128  0.111
H -6.13090 -4.77515 -0.48853  0.104
H -3.62598 -4.65271 -2.17373  0.096
H -5.03201 -3.66544 -2.39664  0.126
H -5.68360 -2.88529 0.29588  0.123
H -4.90347 -0.04101 2.31092  0.107
H -5.02007 -1.57318 3.23114  0.144
H -6.64541 0.21983 4.26877  0.095
H -8.09565 1.01874 3.56640  0.091
H -6.53205 1.17716 2.82490  0.090
H -1.79269 -4.32000 -2.14229  0.099
H -0.54686 -3.44246 -1.33404  0.107
H -1.45853 -3.01325 -3.93294  0.119
H -0.27091 -2.08160 -3.05550  0.098
H -2.24265 -0.61034 -2.18528  0.110
H -3.19458 -1.44457 -3.48184  0.125
H -0.59656 -0.35695 -4.35193  0.112
H -1.73559 0.81509 -3.77486  0.123
H 0.29483 -0.48561 -6.34369  0.087
H -0.49899 1.05017 -6.65820  0.084
H -0.29203 -0.17960 -7.93473  0.088
H 1.50107 -2.71910 1.71543  0.134
H 2.10673 -1.19198 1.16133  0.121
H 1.20015 -1.73866 4.03887  0.072
H 2.79883 -2.07486 3.45780  0.084
H -0.74307 0.71775 7.04317  0.130
H -0.54583 -0.58304 3.60302  0.105
O 6.49834 -0.83864 3.92181  -0.228
P 7.63437 -0.03040 3.38580  0.585
O 8.97785 -0.81282 3.90209  -0.205
C 9.32671 -2.07019 3.31811  -0.280
C 9.92961 -1.91117 1.93371  -0.080
O 7.55463 1.18004 4.50198  -0.248
C 6.34265 1.46180 5.20844  -0.282
C 6.39443 0.87698 6.60455  -0.071
O 8.35254 0.94162 2.31399  -0.216
C 9.06322 2.15328 2.62040  -0.254
C 10.29915 1.95836 3.46504  -0.072
H 8.44843 -2.72136 3.28698  0.110
H 10.05231 -2.52857 3.98935  0.118
H 9.19392 -1.52375 1.22476  0.071
H 10.28925 -2.87086 1.56095  0.078
H 10.76005 -1.20588 1.95390  0.074
H 5.47763 1.09862 4.65568  0.078
H 6.25012 2.54885 5.27039  0.118
H 6.63525 -0.18544 6.57460  0.075
H 5.43971 1.00723 7.11685  0.076
H 7.17392 1.36585 7.19111  0.075
H 8.39051 2.88645 3.05856  0.114
H 9.35730 2.55078 1.64732  0.120
H 10.05419 1.66619 4.48410  0.073
H 10.85507 2.89648 3.50610  0.084
H 10.94469 1.18725 3.04520  0.073
O 0.66351 4.52449 -5.90625  -0.214
P -0.11983 5.75400 -5.54924  0.648
O -1.38249 5.48265 -6.60329  -0.239
C -2.32840 4.45808 -6.32230  -0.288
C -3.29744 4.87558 -5.22802  -0.079
O 0.78747 6.84597 -6.38009  -0.243
C 2.19267 6.67349 -6.57610  -0.283
C 2.47615 6.17537 -7.97770  -0.074
O -0.97636 6.96210 -4.85934  -0.239
C -1.16144 8.28234 -5.39728  -0.256
C -1.91180 8.33547 -6.70672  -0.073
H -1.81487 3.53175 -6.04500  0.097
H -2.87750 4.26688 -7.24462  0.119
H -2.78427 4.99587 -4.27075  0.070
H -4.07990 4.12575 -5.10306  0.077
H -3.75937 5.83284 -5.46735  0.070
H 2.61369 6.00371 -5.82754  0.105
H 2.65313 7.65321 -6.43051  0.116
H 1.90463 5.27344 -8.19494  0.074
H 3.53756 5.95829 -8.10582  0.077
H 2.18305 6.92631 -8.71295  0.076
H -0.20739 8.80030 -5.46426  0.112
H -1.74117 8.80690 -4.63540  0.120
H -1.32981 7.92362 -7.52863  0.073
H -2.14099 9.37649 -6.94217  0.084
H -2.84425 7.77601 -6.64967  0.071

Values from the calculation:
Structure (SMILES) = CC(=O)OCCCCCCc1cc(COC(C)=O)c2c(c1CCCCOC(C)=O)C(=O)C(CCSc1nnco1)=CC2=O.CCOP(=O)(OCC)OCC.CCOP(=O)(OCC)OCC
HOMO-LUMO gap = 0.3015 Eh
Molecular weight = 979.029 g mol⁻¹
HOMO level = -9.37 eV